The following is a quantum chemistry calculation of a single C3H4Si molecule, from OMol25.

Values from the calculation:
**Relative energy (zero: lowest compared OMol25 entry of this formula, charge and spin)**: 3.221 eV
**Total charge**: 0

```
8
C3H4Si (ωB97M-V/def2-TZVPD)
C 1.80285 0.48794 -0.19531
C 0.73968 -0.26802 -0.48098
H -1.77146 -1.06209 1.99023
H 0.84102 -1.26629 -0.90930
H -0.78883 1.11386 -0.76061
Si -2.07150 -0.78173 0.51875
H 1.88888 1.59761 0.04721
C -0.64064 0.17872 -0.20998
```

The following is a quantum chemistry calculation of 5 unconnected molecules or ions with the total composition C31H47NO13, from OMol25.

Values from the calculation:
**SMILES string**: C#CC[C@]1(CCCCN(C)C(C)=O)OC(=O)O[C@@H]1OCC.O=C1CCCO1.O=C1CCCO1.O=C1CCCO1.O=C1CCCO1
**Relative energy (zero: lowest compared OMol25 entry of this formula, charge and spin)**: 1.186 eV
**Total charge**: 0

```
92
C31H47NO13 (ωB97M-V/def2-TZVPD)
C 4.55769 2.67601 -3.58867
C -1.62654 3.74245 -2.56758
H 2.45431 -1.62050 6.26871
C 3.49944 1.56596 -1.87283
O 4.01551 3.42217 -0.36124
C -5.78430 -1.81018 -1.98802
C 2.16791 0.94867 -2.37136
H 6.13002 -5.06618 -1.92038
H -2.45979 4.86949 0.98843
O 4.82994 1.70653 5.24048
C 1.76680 3.93586 0.57451
C -2.81653 4.87144 -0.04004
C 3.24112 0.72867 1.61526
O -3.81630 2.76312 -0.47834
H 2.98770 0.81953 2.64430
C -1.54545 1.59002 -1.35048
H 2.04915 -0.00135 -1.84079
H -9.56937 -5.30604 1.86891
C 4.21956 0.67481 -0.85548
H -0.14979 0.00001 -1.36193
N -1.63601 3.05401 -1.24301
H -6.19969 -2.38027 -2.82196
H 3.54472 -4.24030 -2.32215
H -4.63696 -0.22886 -4.07693
C 3.57722 0.64934 0.46696
H 1.02330 2.76914 -1.80205
C -3.62639 -1.19682 -2.47135
O 3.65170 -3.52956 -0.38742
H -0.75678 4.40540 -2.62664
H -2.50068 4.38049 -2.70379
H 2.28325 0.67914 -3.41785
H 6.20683 -4.66501 0.50641
H -1.54309 3.02526 -3.37938
C 4.09213 -4.44444 -1.40510
H 4.20401 -0.32417 -1.29906
C -9.04804 -3.40786 2.73971
C 3.47618 -1.25352 6.33110
H -5.77930 0.22585 -1.28820
H -8.12462 -5.39093 2.87521
H 5.26712 0.96856 -0.80125
C 3.58251 3.10126 -1.63971
C 3.22077 4.38434 0.31650
C 4.69294 -3.17014 0.40227
C -7.86780 -4.37483 0.93094
H -1.96326 1.21768 -2.28856
H 4.82002 -2.75349 5.46399
H -6.29773 -2.09252 -1.08298
H -2.14544 1.12398 -0.56714
O 4.63757 3.54221 -2.52648
C 5.37299 -0.65674 5.04688
C 0.86734 1.74604 -2.13782
H 0.35037 1.82472 -3.09940
O -2.43404 -1.28952 -2.56619
H 1.66112 2.85966 0.46302
O 4.40312 1.44452 -3.04566
H -9.99137 -3.42103 3.28004
O 4.56192 -2.47638 1.36608
O 3.46828 0.17379 6.15066
H 6.22494 -0.74973 5.72255
C 5.58925 -4.20221 -1.53915
C 5.97092 -3.80076 -0.11640
O 4.60280 2.94546 -4.73608
O -9.17858 -2.54305 1.59737
O -4.38158 -2.13712 -1.86599
H -6.81122 -4.21850 1.15638
H -3.80498 5.31506 -0.12428
H 3.25565 5.36074 -0.17749
C -5.81711 -0.31019 -2.23771
H 1.44446 4.25550 1.56502
H 0.20592 1.29318 -0.13873
H -4.07637 0.88627 -2.80099
C -8.66941 -4.76743 2.16927
H 5.76901 -3.36660 -2.21751
H 1.09577 4.43587 -0.13072
C -8.47963 -3.04088 0.55357
H 6.78954 -3.08749 -0.08306
C -2.83531 3.45448 -0.59482
H -7.96911 -5.08609 0.11635
H 3.69777 4.51765 1.28774
H -2.11207 5.46991 -0.62369
C 4.56792 0.56070 5.45684
H 3.79178 -1.91461 4.30419
O -8.36506 -2.45840 -0.48651
H 3.86350 -5.46084 -1.07673
C -4.51501 -0.08757 -3.00122
H 3.86946 -1.47200 7.32681
H 2.71937 3.68798 -1.95490
H -8.27305 -3.00039 3.39231
H -6.70862 0.01336 -2.77052
C 4.36947 -1.79284 5.22194
C -0.11450 1.07132 -1.15832
H 5.71880 -0.56029 4.02127
```

The following is a quantum chemistry calculation of a molecular structure, C31H24N8O2PtS2, from OMol25.

Values from the calculation:
**Relative energy (zero: lowest compared OMol25 entry of this formula, charge and spin)**: 0.000 eV
**Total charge**: +2

```
68
C31H24N8O2PtS2 (ωB97M-V/def2-TZVPD)
C 3.76351 1.36666 2.91618
H 0.84329 -0.83926 5.72355
H 1.38466 -6.66423 -3.21211
C 5.04483 1.56945 -0.60783
N 2.68481 1.12687 0.78310
C 5.04014 1.60063 0.76030
C 1.30775 -4.51886 -1.93656
H -3.54864 5.37766 -0.85616
N -2.61683 -0.25673 -0.12831
H -2.40771 -2.28659 0.11212
N -5.92647 4.09949 -0.45571
C 0.06500 0.72237 4.47043
H 7.11447 1.99249 -0.87536
C 0.28413 -1.01362 2.40285
C 0.55903 -0.54462 4.72242
N -6.96209 1.90196 -0.04881
C -5.64461 1.84737 -0.16229
H 1.82460 -3.75237 -0.02668
C -0.25206 -3.24146 -3.23269
H -1.05187 5.38845 -1.07503
O 1.21009 -6.47086 -4.13981
O 0.30543 -4.89108 -5.38995
H -6.42203 -0.76816 0.26591
C -0.89264 3.27697 -0.79819
H -4.83723 -2.70316 0.38664
H 5.95157 1.79738 1.30369
C 0.68225 -5.24989 -4.31464
H 2.01569 -5.33085 -1.82350
C -1.59616 4.47256 -0.89591
C -2.96738 4.46855 -0.77769
C 0.67618 -1.43806 3.66498
C 2.69238 1.10828 -0.54103
C -5.35410 -0.63300 0.15681
H -0.78848 -3.09925 -4.16079
C -3.46194 0.79481 -0.20572
C -2.85011 2.09190 -0.45806
C 3.83123 1.36479 1.42695
H 0.72126 -2.93201 1.47134
C -4.83994 0.64621 -0.06412
C 1.19252 -3.61549 -0.89301
Pt -0.59919 0.30623 -0.33061
H 4.72092 1.60302 3.37294
N 3.86396 1.31502 -1.21596
C 6.23450 1.78349 -1.47644
C 0.32559 -2.53308 -1.01324
H 3.01706 2.09128 3.24148
H 6.42638 0.89498 -2.08066
N -1.49998 2.11124 -0.59502
H -0.04851 1.44589 5.26610
C 0.58317 -4.34452 -3.11054
H 3.43351 0.38436 3.25833
H -1.02544 -1.47444 -2.30091
H -0.68891 2.04069 2.93469
S 1.32256 0.83734 -1.54600
N 0.14528 -1.57437 0.04944
H 3.82922 1.27216 -2.22812
S -7.37896 3.44556 -0.22806
H 1.04919 -2.44200 3.82024
H 6.06497 2.62271 -2.15313
C 0.40406 -1.91622 1.25770
C -3.61483 3.25228 -0.54965
N -0.19592 0.20889 2.15769
C -5.04954 3.10984 -0.39656
C -0.29789 1.05645 3.16778
C -0.38031 -2.33709 -2.19460
H 0.18179 3.24063 -0.90245
C -3.11591 -1.46979 0.08250
C -4.48126 -1.69587 0.22577
```